{
  "formula": "C6H10N2O",
  "method": "ωB97M-V/def2-TZVPD",
  "species": ["C", "C", "N", "C", "O", "C", "C", "N", "C", "H", "H", "H", "H", "H", "H", "H", "H", "H", "H"],
  "positions_angstrom": [[0.362, 2.440, -0.425], [0.153, 1.375, 0.633], [-0.456, 0.131, 0.174], [-1.731, -0.203, -0.134], [-2.639, 0.581, 0.063], [-1.676, -1.592, -0.610], [-0.359, -2.009, -0.699], [0.583, -1.102, -0.441], [1.633, -1.262, 0.511], [-0.480, 2.189, -1.103], [0.235, 3.428, -0.087], [1.237, 2.344, -1.091], [0.986, 1.181, 1.378], [-0.712, 1.728, 1.363], [-2.610, -2.206, -0.724], [-0.087, -3.064, -1.041], [2.532, -0.864, 0.209], [1.261, -0.705, 1.344], [1.769, -2.390, 0.682]],
  "lowdin_charge": [-0.07, -0.22, 0.03, -0.53, 0.04, 0.01, -0.15, -0.04, -0.06, 0.09, 0.05, 0.08, 0.11, 0.16, 0.12, 0.15, 0.05, 0.06, 0.13],
  "smiles": "CCn1c(=O)ccn1C",
  "gap_ev": 9.47,
  "e_above_lowest_kcal_mol": 73.4,
  "multiplicity": 1
}